{"formula": "C40H104As6F36N6O6", "method": "the ωB97M-V functional and the def2-TZVPD basis", "gap_ev": 7.611, "total_charge": 0, "e_above_lowest_ev": 1.136, "homo_ev": -9.093, "symbols": ["C", "C", "N", "C", "C", "C", "C", "C", "O", "C", "H", "H", "H", "H", "H", "H", "H", "H", "H", "H", "H", "H", "H", "H", "H", "H", "H", "H", "H", "H", "C", "C", "N", "C", "C", "C", "C", "C", "O", "C", "H", "H", "H", "H", "H", "H", "H", "H", "H", "H", "H", "H", "H", "H", "H", "H", "H", "H", "H", "H", "C", "C", "N", "C", "C", "C", "C", "C", "O", "C", "H", "H", "H", "H", "H", "H", "H", "H", "H", "H", "H", "H", "H", "H", "H", "H", "H", "H", "H", "H", "C", "C", "N", "C", "C", "C", "C", "C", "O", "C", "H", "H", "H", "H", "H", "H", "H", "H", "H", "H", "H", "H", "H", "H", "H", "H", "H", "H", "H", "H", "C", "C", "C", "O", "C", "N", "H", "H", "H", "H", "H", "H", "H", "H", "H", "H", "H", "H", "C", "C", "C", "O", "C", "N", "H", "H", "H", "H", "H", "H", "H", "H", "H", "H", "H", "H", "As", "F", "F", "F", "F", "F", "F", "As", "F", "F", "F", "F", "F", "F", "As", "F", "F", "F", "F", "F", "F", "As", "F", "F", "F", "F", "F", "F", "As", "F", "F", "F", "F", "F", "F", "As", "F", "F", "F", "F", "F", "F"], "positions_angstrom": [[6.672360, -2.844430, -3.676420], [6.838020, -1.803410, -4.833920], [6.644350, -0.330470, -4.478530], [7.761560, 0.051920, -3.491000], [6.650440, 0.562100, -5.726500], [7.983900, 0.487970, -6.467340], [5.278370, -0.085530, -3.668640], [3.988540, -0.474970, -4.467520], [3.680150, 0.704170, -5.092120], [2.480290, 0.502960, -5.805710], [7.480410, -2.848650, -2.944880], [6.542210, -3.858100, -4.055430], [5.776790, -2.663820, -3.081930], [6.184630, -2.002500, -5.683360], [7.881690, -2.010570, -5.070410], [7.441030, -0.418510, -2.561450], [7.716070, 1.123120, -3.294620], [8.791710, -0.186130, -3.755980], [6.348840, 1.592790, -5.539910], [5.776300, 0.241910, -6.293470], [8.334620, -0.436450, -6.926190], [8.787340, 0.704130, -5.763170], [8.081230, 1.146370, -7.330560], [5.167050, 0.979280, -3.463970], [5.232020, -0.560240, -2.688530], [3.210880, -1.029400, -3.942210], [4.217650, -1.285160, -5.159770], [2.121380, 1.423270, -6.266500], [1.749520, 0.265380, -5.032650], [2.574580, -0.266210, -6.572250], [-1.707690, -1.388470, 7.961670], [-1.003390, -0.915100, 9.308080], [-0.976680, -1.893920, 10.527120], [-2.466770, -2.096390, 10.919820], [-0.440780, -3.306240, 10.211900], [0.780840, -3.308010, 9.355030], [-0.031840, -1.251330, 11.695070], [0.230600, -2.149290, 12.856600], [-0.864330, -2.960050, 13.218830], [-0.856810, -3.130750, 14.627070], [-1.156100, -2.164770, 7.431400], [-1.671830, -0.598630, 7.211340], [-2.734160, -1.742420, 8.057470], [-1.416990, 0.023470, 9.677030], [0.059410, -0.692620, 9.212910], [-2.678370, -2.672990, 11.820300], [-3.013470, -2.516890, 10.075780], [-2.866570, -1.135220, 11.242950], [-1.165390, -3.756040, 9.533130], [-0.396910, -4.022040, 11.032750], [1.029630, -4.261300, 8.888740], [1.694360, -3.085400, 9.906410], [0.846840, -2.608750, 8.521490], [-0.609650, -0.372270, 11.980540], [0.874570, -0.821240, 11.268990], [0.726340, -1.624500, 13.673250], [0.884970, -2.976020, 12.580160], [0.116890, -3.541740, 14.893700], [-1.649910, -3.849620, 14.832760], [-1.133980, -2.206690, 15.134400], [-4.459060, 2.239820, -10.576990], [-4.316350, 0.737200, -10.775710], [-4.955870, 0.051020, -12.052620], [-6.476980, -0.126890, -11.816630], [-4.782370, 0.894290, -13.290640], [-5.278690, 0.205840, -14.567170], [-4.251200, -1.351410, -12.138220], [-4.211310, -2.173270, -10.813620], [-5.502910, -2.503140, -10.304820], [-5.503500, -3.589090, -9.403160], [-4.270580, 2.666650, -9.591900], [-5.524610, 2.423140, -10.715070], [-3.998760, 2.914990, -11.298350], [-4.680250, 0.219070, -9.888450], [-3.233640, 0.620390, -10.822480], [-6.818430, -0.933090, -12.465910], [-7.160940, 0.720340, -11.866570], [-6.517690, -0.490030, -10.789710], [-3.738670, 1.203880, -13.236390], [-5.348180, 1.821350, -13.198360], [-4.657660, -0.688150, -14.623940], [-5.060300, 0.789520, -15.461440], [-6.304800, -0.161850, -14.565840], [-3.195840, -1.214600, -12.374080], [-4.797340, -1.920820, -12.890290], [-3.668950, -1.709270, -9.989810], [-3.700100, -3.086650, -11.117750], [-4.965910, -3.384160, -8.477360], [-4.967040, -4.450910, -9.800120], [-6.472380, -4.016920, -9.145600], [0.499580, 3.224290, 0.908190], [1.352480, 3.818660, 2.052900], [0.765860, 4.932360, 2.991180], [0.039590, 6.071830, 2.180030], [-0.286690, 4.248930, 3.834280], [-0.954590, 5.157160, 4.887220], [1.900710, 5.490880, 3.793450], [2.678330, 4.568950, 4.748260], [3.360200, 3.532600, 4.061050], [4.201590, 2.782030, 4.944730], [-0.422070, 2.819010, 1.325800], [1.015460, 2.460410, 0.326430], [0.353940, 4.018570, 0.176050], [2.132240, 4.429390, 1.597860], [1.791050, 3.035930, 2.671850], [-0.252230, 6.854260, 2.880560], [-0.826640, 5.674060, 1.651320], [0.750690, 6.294780, 1.384580], [0.105040, 3.300800, 4.202660], [-1.076360, 4.100500, 3.097740], [-1.804460, 4.711660, 5.404280], [-1.462030, 6.012580, 4.441280], [-0.340710, 5.428600, 5.746040], [1.466860, 6.391110, 4.228720], [2.605450, 5.839490, 3.038510], [2.067410, 4.190200, 5.567660], [3.480290, 5.148670, 5.205310], [4.561930, 1.898890, 4.417180], [3.638810, 2.321010, 5.756430], [5.031740, 3.409410, 5.269290], [-5.969960, -0.263710, -3.757360], [-6.809230, -0.163660, -2.478650], [-6.195770, -1.059670, -1.280530], [-4.845640, -0.820780, -0.968690], [-4.343450, -1.603950, 0.086380], [-6.741490, 1.323820, -2.062730], [-6.866750, 1.543290, -1.084860], [-5.792860, 1.578580, -2.297860], [-7.464300, 1.804090, -2.579440], [-6.111330, -1.227100, -4.247250], [-4.908380, -0.270750, -3.510170], [-6.358990, 0.469190, -4.464190], [-7.853990, -0.341090, -2.733770], [-6.214170, -2.090100, -1.635460], [-6.876330, -1.010280, -0.430530], [-4.616440, -1.101930, 1.014580], [-3.256260, -1.529940, 0.111930], [-4.516980, -2.680050, 0.086270], [-9.772670, -4.603010, 4.319090], [-10.697810, -4.789840, 5.514810], [-11.965590, -3.863610, 5.541170], [-12.734420, -4.035990, 6.795970], [-13.824630, -3.154340, 6.956580], [-11.159100, -6.271910, 5.592420], [-10.384710, -6.885220, 5.802800], [-11.909370, -6.346360, 6.264470], [-11.571710, -6.634060, 4.744660], [-9.535180, -3.557490, 4.122680], [-10.232490, -5.046410, 3.435880], [-8.773750, -5.020490, 4.445530], [-10.128210, -4.582930, 6.420810], [-12.583190, -4.029430, 4.658470], [-11.506390, -2.877680, 5.469220], [-13.456630, -2.128470, 6.940130], [-14.318640, -3.299150, 7.917350], [-14.523440, -3.371070, 6.148630], [3.006810, -2.998370, 2.575370], [4.388320, -2.035950, 2.009640], [2.272050, -2.488990, 1.062040], [1.510280, -4.012560, 3.050620], [3.705250, -3.541100, 4.113530], [2.241680, -1.661410, 3.554020], [3.659130, -4.560760, 1.998750], [-7.666320, 3.074630, 4.138590], [-9.171670, 3.803830, 4.763520], [-7.022620, 4.749960, 3.834200], [-6.233940, 2.345910, 3.356220], [-8.343610, 1.410280, 4.281930], [-8.372120, 3.117760, 2.500380], [-6.961270, 2.897460, 5.810080], [-4.072280, 7.074080, -4.106530], [-5.875650, 6.767790, -4.375800], [-3.835080, 5.371620, -4.499180], [-2.360120, 7.203070, -3.769620], [-4.330880, 8.785860, -3.727840], [-4.314870, 6.516690, -2.433620], [-3.947210, 7.527810, -5.871230], [-14.519560, 0.005780, -0.246180], [-12.731550, -0.177970, -0.035710], [-14.284850, 1.769000, -0.093310], [-16.257080, 0.161460, -0.566970], [-14.792080, -1.734150, -0.347030], [-14.750250, 0.019530, 1.533780], [-14.184850, 0.138240, -2.044410], [-7.283320, -8.165770, -2.555090], [-8.827760, -9.026320, -3.135140], [-6.412800, -9.661960, -2.317520], [-5.880410, -7.230760, -1.999770], [-8.098560, -6.513890, -2.713370], [-7.851870, -8.266960, -0.862130], [-6.646940, -8.055510, -4.280100], [-11.002530, 4.125180, -8.316220], [-9.602420, 2.978730, -8.465770], [-9.840960, 5.435770, -8.540330], [-12.325030, 5.393610, -8.383500], [-12.148030, 2.798430, -8.057200], [-10.847760, 4.172870, -6.550770], [-11.237620, 4.003320, -10.067460]], "forces_ev_per_a": [[-1.14, 0.91, 0.31], [0.22, -1.05, 0.80], [-0.06, 0.57, 1.74], [-1.22, 0.46, 0.52], [-0.28, -0.96, -0.84], [0.76, -0.16, 0.01], [-0.79, -0.78, -0.54], [2.86, -0.74, 0.42], [-0.81, 0.46, -0.96], [-0.99, 0.76, 0.20], [0.24, 0.12, -0.35], [0.25, 0.18, -0.34], [-0.17, 0.00, -0.07], [0.15, -0.10, 0.14], [-0.05, 0.88, -0.79], [0.54, -0.18, -0.04], [-0.15, 0.05, -0.29], [-0.45, -0.44, -0.40], [0.49, -0.04, 0.93], [0.28, -0.45, -0.30], [-0.83, -0.61, 0.33], [0.05, 0.50, -0.13], [-0.44, 0.56, 0.41], [0.53, 0.04, -0.33], [0.91, -0.40, -0.24], [-0.39, 0.97, 1.02], [0.47, -0.01, -0.79], [0.45, 0.08, -0.01], [-0.48, -0.47, -0.38], [-0.01, -0.19, 0.07], [1.02, -0.17, 0.76], [0.42, -0.64, -0.24], [-0.21, -1.10, 1.21], [0.29, 0.85, 0.91], [-0.86, -0.08, -2.36], [2.45, 0.43, -0.02], [-2.35, 0.76, -1.22], [0.79, -2.26, -0.92], [-1.06, 1.37, 0.63], [-0.82, -0.71, -0.26], [0.18, -0.30, 0.47], [-0.21, 0.46, 0.48], [0.07, 0.32, 0.25], [-0.43, -0.28, 0.16], [-0.08, -0.10, -0.75], [0.97, -0.56, -0.32], [0.31, 0.26, 0.03], [0.05, 0.32, -0.67], [-0.65, 0.23, 0.24], [0.01, 0.90, 0.53], [-0.59, -0.28, 0.24], [0.09, 0.08, 0.37], [-0.69, 0.08, 0.04], [-0.22, -0.05, 0.21], [0.05, -0.62, -0.37], [-0.36, 0.33, 0.05], [1.24, 0.63, -0.44], [-0.04, 0.11, 0.56], [0.22, -0.12, 0.17], [0.41, 0.11, 0.14], [-2.34, 0.53, -1.02], [1.19, 0.65, -0.08], [-0.60, 0.67, 1.49], [0.69, -1.37, 1.12], [-0.31, 0.51, -0.02], [1.50, -1.00, 0.46], [-1.08, 0.46, 1.29], [-1.16, -0.12, 0.01], [-0.23, 0.27, -0.74], [0.95, -1.14, 0.46], [0.35, -0.77, 0.17], [-0.30, 0.46, 0.16], [0.45, -0.49, -0.15], [-0.21, -0.11, -0.39], [0.02, -0.91, -0.38], [0.02, 0.19, 0.03], [0.86, 0.53, -0.47], [-0.32, -0.17, -0.20], [0.17, -0.26, -0.79], [-0.10, -0.10, 0.69], [-0.05, -0.19, -0.62], [-0.19, 0.15, 0.24], [-0.05, 0.57, 0.20], [-0.19, 0.37, -0.46], [0.23, 0.07, 0.03], [0.46, 0.18, -0.30], [0.24, -0.18, 0.07], [-0.11, 0.49, 0.21], [0.20, -0.07, -0.52], [-0.34, 0.90, -0.32], [-0.14, 1.23, 0.81], [0.46, 0.73, -0.99], [-1.48, -1.45, -0.44], [1.28, -1.58, 0.08], [-1.28, 1.00, 0.12], [-0.06, -0.20, 0.51], [0.28, 0.33, -0.78], [0.26, 0.07, -0.18], [-0.44, -0.32, 0.16], [-0.27, -0.40, -0.57], [-0.13, -0.02, -0.50], [0.29, -0.18, 0.64], [-0.70, -0.04, 0.03], [0.46, -0.58, -0.11], [-0.14, 0.44, 0.14], [0.37, 0.04, -0.40], [-0.06, -0.24, 0.44], [0.02, 0.80, 0.32], [-0.01, 0.19, 0.05], [0.05, -0.76, 0.15], [0.00, -0.84, -0.43], [0.51, 0.24, -0.06], [0.43, 0.37, -0.35], [0.38, -0.21, 0.68], [0.12, 0.09, 0.02], [-0.26, -0.22, 0.00], [-0.27, 0.70, 0.22], [0.20, 0.37, -0.41], [-0.14, 0.53, 0.42], [0.01, -0.11, 0.29], [-0.58, -0.67, 0.32], [1.79, -0.53, 1.18], [-1.18, -0.54, -1.36], [-0.16, 0.92, -1.06], [0.96, 0.65, 1.07], [0.13, -1.30, -0.19], [-0.30, -0.25, 0.66], [0.16, 0.90, -0.29], [0.10, 0.78, -0.39], [-0.36, -0.13, 0.22], [0.04, 0.75, -0.20], [0.67, 0.25, -0.12], [0.05, -0.45, 0.67], [-0.59, -0.18, -0.21], [0.12, 0.27, 0.34], [-0.52, -0.53, 0.34], [0.10, 0.22, -0.57], [-0.78, 0.07, -0.32], [-0.19, -0.07, -0.27], [-0.81, 0.46, 0.25], [0.29, -0.47, 1.14], [2.28, -1.15, -1.25], [-0.12, 0.40, -0.62], [0.19, 0.91, -0.05], [0.23, -0.25, 0.38], [-0.15, 0.02, 0.85], [-0.02, 0.27, -0.87], [-0.56, 0.14, 0.05], [0.14, 0.21, -0.23], [-0.19, -0.50, 0.28], [-0.26, -0.39, 0.25], [-0.23, 0.00, -0.03], [-0.40, 0.33, 0.10], [-0.24, 0.16, -0.25], [0.29, -0.42, -0.04], [-0.31, 0.50, 0.04], [-1.76, -2.22, 1.90], [-0.60, -0.67, 1.01], [0.00, -0.48, 0.83], [1.50, 1.58, -0.91], [0.18, 1.04, -0.65], [0.97, -0.71, -1.49], [-0.26, 1.70, -0.66], [-1.23, 0.13, -1.13], [1.59, -0.80, -0.12], [-0.24, -1.99, 0.87], [-0.32, 0.58, 1.00], [0.60, 1.32, 0.33], [0.45, 0.09, 1.04], [-0.53, 0.48, -1.94], [-2.74, -0.43, -0.98], [2.30, 0.74, 0.37], [0.28, 0.40, -0.29], [-0.35, 0.27, -0.41], [0.25, -1.43, -0.05], [0.20, 0.80, -0.62], [0.33, -0.57, 2.08], [0.78, 1.34, -1.02], [-1.58, -0.31, 0.06], [-0.43, -1.29, -0.33], [1.11, 0.26, 0.43], [0.65, 0.75, 0.25], [0.06, -0.54, -1.32], [-0.52, -0.38, 2.08], [-1.17, 1.37, -0.83], [2.39, 1.25, 0.79], [-0.52, 0.52, -0.33], [-0.50, -0.72, -0.32], [0.65, -2.20, -0.07], [0.21, 0.05, -1.27], [-0.99, -0.18, 2.10], [-0.66, 0.65, -0.20], [-1.16, 0.63, 0.27], [-0.53, -0.71, 0.26], [1.35, -1.60, 0.60], [0.75, 0.82, -0.46], [0.12, 0.28, -1.34], [0.32, -0.22, 0.69]]}